one:
Density functional theory data (the ωB97M-V functional and the def2-TZVPD basis) for a cluster of 2 separate species, Cl2FHSi in total.

As for the HOMO energy: -10.7 eV. The LUMO energy comes out at -0.956 eV. For the orbital gap, the calculation gives 9.731 eV. The multiplicity is 1.

Each line ends with the Mulliken charge.
CARTESIAN COORDINATES (ANGSTROEM)
F1 0.47 -0.98 -0.64  -0.224
Si1 1.40 0.30 -1.07  0.390
Cl1 -2.19 -0.14 0.69  -0.256
Cl2 1.25 1.18 0.75  -0.160
H1 -0.93 -0.37 0.28  0.249


two:
Density functional theory data (the ωB97M-V functional and the def2-TZVPD basis) for a cluster of 2 separate species, Cl2FHSi in total.

As for the HOMO energy: -10.3 eV. The LUMO energy comes out at -0.677 eV. For the orbital gap, the calculation gives 9.610 eV. The multiplicity is 1.

Each line ends with the Mulliken charge.
CARTESIAN COORDINATES (ANGSTROEM)
F1 0.99 -0.26 -0.17  -0.166
Si1 1.58 -0.82 -1.62  0.329
Cl1 -1.55 1.37 2.39  -0.271
Cl2 0.01 -0.36 -2.82  -0.159
H1 -1.02 0.07 2.22  0.267


Which of them is least stable? Easy: two.


one:
Density functional theory data (the ωB97M-V functional and the def2-TZVPD basis) for a structure of composition C7H10N.

As for the HOMO energy (alpha / beta): -12.8 / -12.8 eV. The LUMO energy (alpha / beta) comes out at -5.980 / -5.984 eV. The total charge is +1. For the orbital gap (alpha / beta), the calculation gives 6.866 / 6.861 eV. The multiplicity is 1.

Each line ends with the Mulliken charge.
CARTESIAN COORDINATES (ANGSTROEM)
C1 2.41 0.01 -0.13  -0.280
C2 1.47 1.01 0.24  -0.123
C3 1.44 -0.48 -1.16  -0.476
C4 0.83 1.93 -0.66  -0.323
C5 -1.59 -1.52 0.76  -0.470
C6 -1.72 -0.25 1.51  -0.380
C7 -1.87 -0.27 0.04  0.170
N1 0.41 0.51 -0.72  -0.115
H1 3.37 -0.15 0.29  0.418
H2 1.82 -0.25 -2.13  0.311
H3 1.02 -1.39 -0.90  0.255
H4 0.09 2.52 -0.32  0.283
H5 1.30 2.43 -1.47  0.236
H6 -0.74 -2.09 0.96  0.301
H7 -2.43 -2.19 0.51  0.245
H8 -2.62 -0.15 2.16  0.280
H9 -0.81 0.19 1.89  0.258
H10 -2.38 0.13 -0.86  0.411


two:
Density functional theory data (the ωB97M-V functional and the def2-TZVPD basis) for the ion C7H10N with charge +1.

As for the HOMO energy (alpha / beta): -12.4 / -13.1 eV. The LUMO energy (alpha / beta) comes out at -4.962 / -4.026 eV. The total charge is +1. For the orbital gap (alpha / beta), the calculation gives 7.402 / 9.056 eV. The multiplicity is 1.

Each line ends with the Mulliken charge.
CARTESIAN COORDINATES (ANGSTROEM)
C1 -0.98 -0.92 -1.14  -0.671
C2 -1.44 0.29 1.08  -0.550
C3 1.54 -1.08 -0.15  -0.634
C4 -2.03 -0.27 -0.14  -0.422
C5 0.13 -1.01 -0.19  0.532
C6 -0.10 -0.48 1.16  0.044
C7 1.42 1.47 0.21  -0.788
N1 1.05 0.16 0.58  0.087
H1 -1.43 -1.85 -1.48  0.339
H2 -0.79 -0.35 -2.04  0.351
H3 -0.93 1.20 0.85  0.166
H4 -2.13 0.29 1.86  0.417
H5 2.11 -1.66 0.58  0.265
H6 2.03 -0.91 -1.06  0.382
H7 -3.05 -0.36 -0.46  0.459
H8 0.64 2.15 -0.34  0.320
H9 1.65 2.01 1.14  0.341
H10 2.32 1.33 -0.44  0.363


Which of them is least stable? Easy: one.


one:
Density functional theory data (the ωB97M-V functional and the def2-TZVPD basis) for a cluster of 2 separate species, C2H2Cl2O2 in total.

As for the HOMO energy: -10.6 eV. The LUMO energy comes out at 0.668 eV. For the orbital gap, the calculation gives 11.279 eV. The multiplicity is 1.

Each line ends with the Mulliken charge.
CARTESIAN COORDINATES (ANGSTROEM)
C1 1.58 0.24 -0.89  0.001
C2 -0.91 -0.20 0.39  0.140
O1 2.67 0.12 -0.61  -0.141
O2 -0.89 1.03 -0.13  -0.394
Cl1 -1.24 -1.60 -0.59  -0.100
Cl2 0.67 -0.51 1.37  -0.214
H1 -0.28 1.22 -0.88  0.438
H2 -1.61 -0.30 1.35  0.271


two:
Density functional theory data (the ωB97M-V functional and the def2-TZVPD basis) for a cluster of 2 separate species, C2H2Cl2O2 in total.

As for the HOMO energy: -10.8 eV. The LUMO energy comes out at 0.712 eV. For the orbital gap, the calculation gives 11.547 eV. The multiplicity is 1.

Each line ends with the Mulliken charge.
CARTESIAN COORDINATES (ANGSTROEM)
C1 0.56 -2.16 0.57  0.070
C2 -0.34 1.06 -0.28  -0.054
O1 1.66 -2.25 0.67  -0.098
O2 -1.51 0.58 -0.20  -0.334
Cl1 0.65 0.75 1.18  -0.139
Cl2 0.70 0.18 -1.66  -0.197
H1 -1.40 -0.28 0.20  0.404
H2 -0.32 2.11 -0.48  0.347


Which of them is least stable? Easy: one.